i.
The following is a DFT calculation (ωB97M-V with the def2-TZVPD basis set) of C5H8O2S in the gas phase.

Atoms and positions in Å:
S  -2.672  0.037  0.163
C  -0.105  0.071  0.059
C  0.053  -1.132  0.943
H  1.067  -1.352  0.783
H  0.085  -0.498  -2.129
H  0.329  1.852  1.281
H  -0.554  -1.973  0.504
O  -2.999  -1.140  0.825
H  -2.347  -0.541  -2.685
H  0.711  2.112  -0.390
H  1.757  1.027  0.707
O  -3.668  1.043  0.159
H  -0.124  -0.984  1.994
C  0.692  1.266  0.381
C  -0.645  -0.244  -1.327
C  -1.974  -0.249  -1.603

Properties
**Highest occupied orbital energy (spin up / spin down)**: -8.4 / -8.4 eV
**Kohn-Sham gap (spin up / spin down)**: 7.70 / 7.70 eV


ii.
The following is a DFT calculation (ωB97M-V with the def2-TZVPD basis set) of 2 unconnected molecules or ions with the total composition C5H8O2S.

Atoms and positions in Å:
H  1.061  1.920  1.139
O  1.738  -0.367  -1.163
C  1.299  0.278  -0.257
H  -2.197  -0.919  -1.476
H  -0.493  -1.194  -2.083
H  2.232  0.545  1.643
H  -1.086  0.885  1.896
C  -0.856  -1.371  0.715
H  2.866  1.657  0.432
C  -1.205  -0.413  -1.617
H  -1.190  -2.263  0.049
H  -1.198  0.369  -2.318
C  1.826  1.238  0.730
O  -0.550  -1.401  1.859
C  -0.742  -0.181  -0.215
S  -1.505  1.216  0.666

Properties
**Highest occupied orbital energy**: -8.1 eV
**Kohn-Sham gap**: 8.51 eV


iii.
The following is a DFT calculation (ωB97M-V with the def2-TZVPD basis set) of C5H8O2S in the gas phase.

Atoms and positions in Å:
S  1.300  -0.960  -2.331
C  -0.995  0.129  1.005
H  -1.280  2.115  0.803
H  1.336  2.766  1.395
O  -0.192  -3.474  -1.797
H  -0.989  -2.613  -0.079
H  0.727  2.360  -0.246
H  -0.652  1.770  2.369
H  -1.526  -0.607  1.508
C  -0.395  -2.498  -1.067
C  0.848  1.974  0.741
O  -0.263  -0.241  -0.187
C  -0.550  1.545  1.279
C  0.126  -1.216  -1.115
H  0.967  -2.205  -2.757
H  1.537  1.157  0.478

Properties
**Highest occupied orbital energy (spin up / spin down)**: -8.0 / -7.9 eV
**Kohn-Sham gap (spin up / spin down)**: 7.10 / 8.01 eV


Which of them is the least stable? Correct choice: iii.


i.
The following is a DFT calculation (ωB97M-V with the def2-TZVPD basis set) of a molecular structure, C36H45Cl5NO3PtSe.

Atoms and positions in Å:
C  2.341  2.584  -4.559
H  -1.926  -3.977  -0.880
H  -4.287  -1.413  -1.891
C  -3.001  -1.524  -0.226
H  -1.828  2.048  -1.332
H  -2.990  1.804  -4.898
C  1.114  0.072  4.310
C  1.147  1.407  -0.197
C  2.139  0.375  -0.075
H  -5.477  -2.757  -0.677
H  -4.413  -3.803  1.940
H  4.515  3.564  -3.183
H  0.197  3.798  -3.371
C  -1.001  -2.656  4.577
C  3.281  1.422  -1.933
C  -3.116  0.369  -1.785
H  3.656  4.716  -2.151
O  -0.095  -2.682  3.737
H  -4.919  -4.396  -0.355
H  -4.354  -0.783  -4.037
Cl  4.120  -1.119  6.679
C  -4.604  -3.413  -0.703
H  -2.104  0.382  -4.329
C  -4.034  -2.824  1.644
Pt  0.580  -0.748  2.432
C  1.013  1.383  6.349
H  -3.258  -2.528  2.347
H  -3.642  3.049  -2.146
H  4.327  -0.510  1.385
C  2.332  3.370  -3.235
H  -4.856  -2.108  1.702
H  3.600  -2.124  -1.959
C  2.229  -0.573  4.832
H  3.370  -2.298  -0.214
H  1.098  4.929  -2.333
H  -4.804  2.846  -3.459
Cl  2.739  1.096  8.402
H  3.669  4.931  -3.906
H  6.388  -0.909  -1.674
C  -2.581  1.313  -4.015
H  0.430  3.122  -1.203
C  -1.568  0.474  0.053
C  -4.365  2.361  -2.587
C  4.474  -0.498  -0.799
C  0.510  1.043  5.093
H  -2.042  -4.487  4.783
C  3.290  0.447  -0.967
C  2.134  0.715  6.844
C  -3.712  1.032  -3.010
H  -1.531  -3.688  0.821
H  3.211  1.933  -4.636
Se  -0.275  1.462  1.102
H  -4.266  -3.519  -1.736
C  4.062  -1.973  -0.981
C  2.750  -0.278  6.082
C  -1.944  -0.840  0.507
H  -0.452  -4.477  5.537
O  2.020  -0.554  0.769
H  5.976  0.802  -1.714
C  1.196  2.360  -1.175
C  -3.522  -0.896  -1.333
H  -2.458  -1.544  5.516
H  -1.815  1.964  -3.590
C  3.626  4.191  -3.107
H  2.364  3.281  -5.399
H  -5.613  -0.036  -3.027
H  5.918  -0.940  0.753
H  -2.716  -4.921  0.390
C  -2.333  -3.932  0.132
C  -4.771  0.165  -3.693
C  1.141  4.333  -3.247
C  -1.347  -3.884  5.371
Cl  -0.953  1.789  4.540
Cl  2.926  -1.798  3.827
O  -1.375  -1.373  1.498
Cl  0.249  2.597  7.290
H  4.952  -2.601  -0.925
H  -1.548  -0.717  4.295
H  -5.158  2.184  -1.858
C  -3.484  -2.905  0.207
C  -2.131  1.050  -1.045
H  5.206  -0.335  -2.848
H  1.443  1.969  -4.647
C  5.059  -0.283  0.611
C  5.570  -0.205  -1.826
C  2.255  2.370  -2.099
H  -1.813  -3.638  6.323
N  -1.738  -1.560  4.817
H  1.245  5.020  -4.085
H  -5.158  0.693  -4.564
H  5.394  0.749  0.736
H  4.122  1.471  -2.610

Properties
**Spin multiplicity**: 5
**Highest occupied orbital energy (spin up / spin down)**: -10.2 / -10.8 eV
**Charge**: +1
**Kohn-Sham gap (spin up / spin down)**: 8.00 / 5.56 eV
**⟨S²⟩**: 6.070


ii.
The following is a DFT calculation (ωB97M-V with the def2-TZVPD basis set) of a molecular structure, C36H45Cl5NO3PtSe.

Atoms and positions in Å:
N  5.710  -1.378  0.090
C  -1.817  -1.561  -3.551
C  -0.413  -2.982  3.914
H  1.448  3.868  4.262
Cl  0.806  -4.263  -6.940
C  2.073  -2.960  3.569
C  0.509  3.468  4.649
H  -0.448  -4.066  4.035
C  1.803  1.748  5.912
C  -0.434  0.845  -2.155
C  0.717  -2.612  2.938
H  1.891  0.700  6.204
C  1.078  1.716  2.453
H  2.738  2.050  5.437
H  -0.866  2.171  6.538
H  -1.212  -0.397  -5.972
H  -3.157  5.055  -1.516
C  -1.280  2.516  -0.567
H  2.892  -2.722  2.883
C  -1.991  -0.100  -3.975
C  4.485  -1.202  -0.402
H  -1.138  1.283  -5.422
H  2.787  -2.627  -0.229
H  -5.808  3.581  -0.749
H  -2.991  2.920  1.560
H  -4.197  5.296  -0.108
H  2.244  -2.414  4.497
H  -0.836  -1.723  -3.114
H  -1.543  1.636  4.996
C  4.520  -3.602  -1.453
H  -5.317  1.962  -1.243
H  4.192  -1.654  -2.574
C  1.801  -2.460  -3.636
H  -0.481  -3.387  1.273
H  -1.062  3.172  0.268
C  -0.267  1.740  -1.106
O  0.588  0.072  -2.615
Cl  3.351  -2.094  -7.349
C  0.610  1.976  4.970
C  -5.016  3.011  -1.238
H  2.114  -4.029  3.788
C  1.463  -3.335  -5.710
H  -4.711  3.308  1.436
C  1.080  -3.384  -4.351
Cl  -0.060  -4.485  -3.719
H  -4.163  -0.206  -3.765
H  -1.377  -2.649  3.528
C  -0.689  1.539  5.667
H  -2.485  4.935  0.113
H  6.389  -1.940  -0.400
H  -1.932  -2.217  -4.417
C  0.729  -0.263  3.788
H  0.703  -4.517  1.948
C  -3.413  0.067  -4.509
C  -1.707  0.794  -2.764
Cl  4.111  -0.826  -4.215
H  1.224  -3.207  0.888
H  -0.267  -2.543  4.901
H  5.025  -4.551  -1.544
H  0.020  0.098  -4.800
Se  1.480  1.825  -0.340
H  -3.546  -0.595  -5.366
H  -3.685  1.531  -2.666
C  0.802  1.138  3.718
C  1.071  0.942  1.335
C  2.770  -1.875  -4.662
Pt  2.157  -0.144  -1.481
H  -3.608  1.088  -4.845
C  -3.894  2.755  0.967
H  0.662  -0.706  4.775
H  -0.643  0.505  6.010
H  -4.135  1.691  1.005
O  0.300  -1.062  0.356
C  0.520  -3.472  1.685
O  3.848  -0.170  -0.138
C  -3.361  4.714  -0.500
H  -0.284  3.671  3.926
H  6.079  -0.565  0.571
C  -2.711  1.582  -2.209
C  -1.014  0.244  -5.109
H  -4.946  3.359  -2.270
C  -2.551  2.426  -1.105
Cl  3.542  -2.267  -1.442
C  0.709  -1.102  2.700
H  1.675  2.341  6.819
H  0.275  4.016  5.561
H  -2.571  -1.838  -2.810
C  -3.703  3.219  -0.484
C  2.212  -2.315  -2.270
C  0.689  -0.487  1.377
H  1.296  2.773  2.376
C  2.544  -2.395  -5.882

Properties
**Spin multiplicity**: 5
**Highest occupied orbital energy (spin up / spin down)**: -10.1 / -10.0 eV
**Charge**: +1
**Kohn-Sham gap (spin up / spin down)**: 6.12 / 5.04 eV
**⟨S²⟩**: 6.082


Which of them is the least stable? Correct choice: ii.


i.
The following is a DFT calculation (ωB97M-V with the def2-TZVPD basis set) of a gas-phase ion, C9H13N4O2 (charge +1).

Atoms and positions in Å:
N  0.261  0.696  -0.892
H  -3.227  2.537  0.036
C  -0.303  -0.337  0.829
H  -0.213  -2.131  2.649
H  1.475  -2.130  2.705
H  -2.694  1.687  1.561
C  -2.477  1.997  0.525
O  2.927  -1.104  1.462
H  -1.582  2.620  0.653
C  -1.508  -0.232  0.549
N  2.223  -0.424  -0.588
H  4.177  -0.242  -1.758
N  -2.050  0.743  -0.278
H  -1.115  1.975  -1.927
C  1.433  0.165  -1.515
C  -0.843  1.237  -1.161
N  0.778  -0.922  1.324
H  4.174  -1.068  -0.319
C  -3.101  0.148  -1.188
H  3.455  -1.817  -1.747
H  -3.132  0.796  -2.023
H  -4.132  0.532  -0.693
C  2.023  -0.775  0.768
H  -3.119  -0.914  -1.350
C  3.454  -0.936  -1.177
H  0.797  -0.871  3.595
C  0.692  -1.474  2.656
O  1.626  0.243  -2.696

Properties
**Highest occupied orbital energy**: -13.0 eV
**Charge**: +1
**Kohn-Sham gap**: 8.27 eV


ii.
The following is a DFT calculation (ωB97M-V with the def2-TZVPD basis set) of a gas-phase ion, C9H13N4O2 (charge +1).

Atoms and positions in Å:
C  -0.747  -0.989  -0.032
C  2.896  0.541  -0.965
H  3.686  1.361  -1.029
H  -0.336  -3.480  -0.891
H  3.827  -0.013  1.005
N  -2.915  1.770  1.039
H  2.945  -0.044  -1.998
H  -4.381  -0.150  0.297
H  1.551  1.900  -1.670
C  -2.518  0.617  0.438
C  -3.037  -1.704  -0.292
O  -1.294  -3.206  -0.734
N  2.370  -1.366  0.473
H  2.977  -1.567  2.174
N  0.969  1.574  0.273
H  0.286  -1.171  -0.168
C  -3.417  -0.413  0.037
H  -3.887  1.986  1.279
N  -0.181  1.320  0.719
C  -1.127  0.310  0.339
C  3.055  -0.329  0.290
C  1.431  1.064  -0.940
O  2.347  -1.985  1.629
H  -2.139  2.505  1.056
C  -1.623  -1.972  -0.380
H  -0.363  1.777  1.612
H  0.671  0.265  -1.330
H  -3.798  -2.268  -0.719

Properties
**Highest occupied orbital energy (spin up / spin down)**: -11.4 / -11.4 eV
**Charge**: +1
**Kohn-Sham gap (spin up / spin down)**: 5.97 / 5.98 eV


Which of them is the least stable? Correct choice: i.


i.
The following is a DFT calculation (ωB97M-V with the def2-TZVPD basis set) of 2 unconnected molecules or ions with the total composition C4H10O2.

Atoms and positions in Å:
H  -0.573  0.022  -0.927
C  0.507  -0.017  -0.767
H  0.140  2.931  0.038
H  -3.765  -3.366  5.690
C  0.620  2.495  -0.854
O  -0.330  2.459  -1.917
H  -3.778  -3.609  4.201
H  1.345  -1.137  -2.425
H  1.382  3.197  -1.217
H  0.046  2.955  -2.649
O  -3.384  -3.944  5.013
H  0.826  -2.119  -1.002
H  2.241  1.253  -0.234
H  2.272  -1.123  -1.000
C  1.232  -1.166  -1.349
C  1.220  1.169  -0.602

Properties
**Spin multiplicity**: 2
**Highest occupied orbital energy (spin up / spin down)**: -13.3 / -13.3 eV
**Charge**: +1
**Kohn-Sham gap (spin up / spin down)**: 7.64 / 4.70 eV
**⟨S²⟩**: 0.753


ii.
The following is a DFT calculation (ωB97M-V with the def2-TZVPD basis set) of 2 unconnected molecules or ions with the total composition C4H10O2.

Atoms and positions in Å:
C  -1.173  0.818  -1.768
C  -0.554  -0.075  -0.809
H  -2.093  1.235  -1.351
O  -1.070  1.300  2.005
H  2.395  -1.561  -0.302
O  1.795  -0.574  1.418
H  -1.772  0.867  2.507
H  -1.266  -0.754  -0.333
H  1.432  0.817  -0.595
H  1.599  -1.201  2.126
H  -0.539  1.571  -2.207
H  -1.547  0.201  -2.611
C  1.480  -1.205  0.184
H  -0.313  0.702  1.939
C  0.806  -0.075  -0.523
H  0.820  -2.067  0.323

Properties
**Spin multiplicity**: 2
**Highest occupied orbital energy (spin up / spin down)**: -15.3 / -15.3 eV
**Charge**: +1
**Kohn-Sham gap (spin up / spin down)**: 10.31 / 6.86 eV
**⟨S²⟩**: 0.754


Which of them is the least stable? Correct choice: i.


i.
The following is a DFT calculation (ωB97M-V with the def2-TZVPD basis set) of 2 unconnected molecules or ions with the total composition C3H7IO.

Atoms and positions in Å:
H  0.060  -1.866  0.003
I  -4.605  0.131  0.413
C  1.689  0.104  -1.213
C  0.193  -0.906  0.536
O  0.320  1.413  0.281
H  0.780  -1.095  1.372
H  0.734  2.137  -0.035
C  0.798  0.302  -0.296
H  -0.676  -0.587  0.963
H  -3.346  0.545  1.266
H  1.835  -0.924  -1.455
H  2.217  0.746  -1.835

Properties
**Highest occupied orbital energy**: -9.2 eV
**Kohn-Sham gap**: 9.81 eV


ii.
The following is a DFT calculation (ωB97M-V with the def2-TZVPD basis set) of 2 unconnected molecules or ions with the total composition C3H7IO.

Atoms and positions in Å:
O  -0.037  1.790  0.367
H  0.130  0.733  -1.716
C  -0.700  -0.764  0.689
H  0.056  -0.958  -1.892
C  0.638  -0.101  -1.341
H  1.681  -0.067  -1.723
I  -0.426  2.327  2.132
H  -0.487  -1.532  1.413
H  -1.305  -0.044  1.083
H  1.231  -0.077  0.860
H  -1.250  -1.257  -0.012
C  0.470  -0.050  0.142

Properties
**Highest occupied orbital energy**: -8.5 eV
**Kohn-Sham gap**: 8.67 eV


Which of them is the least stable? Correct choice: ii.


i.
The following is a DFT calculation (ωB97M-V with the def2-TZVPD basis set) of CHIS2 in the gas phase.

Atoms and positions in Å:
S  0.788  -0.017  -0.575
C  -0.466  -0.249  0.856
I  -2.388  -1.115  -0.234
H  2.147  -0.283  -0.332
S  -0.081  1.664  0.285

Properties
**Highest occupied orbital energy**: -8.8 eV
**Kohn-Sham gap**: 7.81 eV


ii.
The following is a DFT calculation (ωB97M-V with the def2-TZVPD basis set) of 2 unconnected molecules or ions with the total composition CHIS2.

Atoms and positions in Å:
C  0.128  -0.036  0.028
S  -0.096  1.383  1.012
S  -0.116  1.285  -1.076
H  -1.649  -1.271  -0.020
I  1.733  -1.361  0.056

Properties
**Highest occupied orbital energy (spin up / spin down)**: -8.8 / -8.8 eV
**Kohn-Sham gap (spin up / spin down)**: 7.33 / 7.34 eV


Which of them is the least stable? Correct choice: ii.